C44H98N6O6 | the ωB97M-V functional and the def2-TZVPD basis

Cartesian coordinates (Å):
C1 -3.782 -2.112 0.699
C2 -3.621 -3.511 1.285
C3 -5.026 -3.988 1.722
C4 -3.100 -4.420 0.173
C5 -2.547 -5.703 0.806
C6 -1.401 -5.356 1.756
C7 -1.871 -4.484 2.921
C8 -2.601 -5.326 3.988
C9 -0.618 -3.836 3.533
N1 -2.663 -3.398 2.356
O1 -3.064 -2.473 3.342
H1 -4.139 -1.381 1.426
H2 -2.824 -1.784 0.268
H3 -4.481 -2.039 -0.145
H4 -5.651 -3.264 2.236
H5 -5.580 -4.500 0.930
H6 -4.902 -4.818 2.437
H7 -3.892 -4.732 -0.499
H8 -2.292 -3.867 -0.313
H9 -3.354 -6.183 1.367
H10 -2.222 -6.385 0.017
H11 -0.628 -4.826 1.190
H12 -0.960 -6.298 2.098
H13 -2.919 -4.636 4.777
H14 -1.881 -5.970 4.493
H15 -3.437 -5.833 3.534
H16 -0.783 -3.111 4.332
H17 -0.023 -3.331 2.775
H18 -0.024 -4.668 3.936
H19 -2.690 -1.632 3.037
C10 2.006 2.657 5.144
C11 0.646 2.378 4.504
C12 0.634 3.144 3.167
C13 0.508 0.876 4.360
C14 -0.900 0.431 4.016
C15 -1.804 0.918 5.140
C16 -1.744 2.432 5.359
C17 -2.606 3.098 4.266
C18 -2.424 2.693 6.731
N2 -0.355 2.876 5.448
O2 -0.275 4.292 5.590
H20 2.152 3.724 5.310
H21 2.108 2.105 6.070
H22 2.767 2.401 4.395
H23 0.853 4.183 3.422
H24 1.428 2.796 2.504
H25 -0.318 3.095 2.643
H26 1.299 0.512 3.693
H27 0.825 0.451 5.329
H28 -1.199 0.839 3.050
H29 -0.912 -0.664 3.985
H30 -1.594 0.363 6.064
H31 -2.836 0.621 4.911
H32 -2.404 4.188 4.355
H33 -3.677 3.081 4.453
H34 -2.282 2.827 3.267
H35 -3.281 2.040 6.902
H36 -2.743 3.736 6.808
H37 -1.711 2.446 7.526
H38 -0.385 4.422 6.542
C19 6.417 0.625 -6.051
C20 4.973 0.951 -5.700
C21 4.951 1.354 -4.229
C22 4.554 2.129 -6.542
C23 3.049 2.364 -6.440
C24 2.328 1.082 -6.845
C25 2.731 -0.083 -5.973
C26 2.145 0.040 -4.565
C27 2.113 -1.345 -6.597
N3 4.154 -0.218 -6.048
O3 4.581 -1.393 -5.333
H39 6.465 0.332 -7.111
H40 7.051 1.496 -5.908
H41 6.792 -0.247 -5.518
H42 5.860 1.930 -3.999
H43 4.165 2.061 -3.958
H44 4.972 0.492 -3.565
H45 5.068 3.026 -6.184
H46 4.844 1.972 -7.586
H47 2.801 2.615 -5.403
H48 2.679 3.178 -7.069
H49 2.540 0.850 -7.892
H50 1.241 1.159 -6.730
H51 1.083 -0.203 -4.539
H52 2.307 1.033 -4.144
H53 2.596 -0.689 -3.884
H54 1.034 -1.276 -6.650
H55 2.463 -2.228 -6.056
H56 2.510 -1.488 -7.613
H57 5.096 -1.869 -5.996
C28 3.367 0.108 3.479
C29 3.567 -1.253 2.794
C30 4.168 -2.266 3.760
C31 2.234 -1.799 2.316
C32 1.657 -1.146 1.075
C33 2.677 -1.251 -0.043
C34 4.078 -0.734 0.309
C35 5.038 -1.365 -0.668
C36 4.066 0.796 0.144
N4 4.440 -1.115 1.647
O4 5.779 -0.724 1.974
H58 3.049 0.040 4.524
H59 4.282 0.691 3.388
H60 2.554 0.665 2.997
H61 4.422 -3.201 3.246
H62 5.114 -1.871 4.149
H63 3.533 -2.534 4.603
H64 2.233 -2.891 2.214
H65 1.524 -1.606 3.135
H66 0.678 -1.540 0.788
H67 1.432 -0.096 1.337
H68 2.334 -0.795 -0.977
H69 2.683 -2.325 -0.296
H70 6.052 -0.988 -0.453
H71 4.896 -0.999 -1.690
H72 5.058 -2.450 -0.679
H73 3.774 1.034 -0.885
H74 5.055 1.247 0.279
H75 3.401 1.263 0.866
H76 6.282 -1.542 1.859
C37 -4.216 2.252 -5.363
O5 -4.573 1.285 -4.414
C38 -5.900 1.307 -4.098
C39 -6.276 2.475 -3.224
C40 -5.710 2.372 -1.837
N5 -7.725 2.488 -3.125
H77 -5.027 2.452 -6.069
H78 -3.333 1.916 -5.913
H79 -3.888 3.180 -4.865
H80 -6.516 1.294 -5.009
H81 -6.150 0.389 -3.560
H82 -5.878 3.401 -3.671
H83 -4.611 2.359 -1.827
H84 -6.003 1.432 -1.361
H85 -5.967 3.226 -1.209
H86 -8.047 3.320 -2.630
H87 -8.145 2.604 -4.052
C41 -3.072 1.335 0.801
O6 -1.702 0.992 0.751
C42 -1.235 0.803 -0.553
C43 -1.192 2.083 -1.367
C44 -0.634 1.788 -2.760
N6 -0.315 3.086 -0.668
H88 -3.620 0.601 0.201
H89 -3.249 2.360 0.477
H90 -3.356 1.193 1.843
H91 -0.257 0.309 -0.494
H92 -1.849 0.038 -1.079
H93 -2.218 2.464 -1.401
H94 -0.728 2.685 -3.379
H95 -1.153 0.966 -3.262
H96 0.432 1.557 -2.732
H97 -0.312 2.905 0.338
H98 0.641 2.988 -0.983

Output
LUMO ... 0.54 eV
Frontier orbital gap ... 0.3157 Ha
SMILES string ... CC1(C)CCCC(C)(C)N1O.CC1(C)CCCC(C)(C)N1O.CC1(C)CCCC(C)(C)N1O.CC1(C)CCCC(C)(C)N1O.COC[C@H](C)N.COC[C@H](C)N
Strongest force on any atom ... 2.35 eV Å⁻¹
HOMO energy ... -8.047 eV
Net charge ... 0


C44H50LuN10O4P | the ωB97M-V functional and the def2-TZVPD basis

Cartesian coordinates (Å):
Lu1 0.593 -0.141 -0.708
O1 1.026 3.645 -2.790
C1 1.309 2.532 -2.392
N1 1.135 2.048 -1.135
C2 0.205 2.667 -0.354
O2 -0.840 3.145 -0.776
C3 0.381 2.373 1.129
C4 0.129 3.424 2.221
C5 -0.341 2.090 3.888
C6 -0.383 0.582 3.670
C7 -0.453 -0.231 2.575
N2 -0.637 0.081 1.228
C8 2.002 1.566 -3.314
C9 2.394 2.028 -4.567
C10 3.011 1.155 -5.443
C11 3.248 -0.141 -5.007
C12 2.846 -0.502 -3.732
N3 2.204 0.311 -2.892
H1 0.251 4.456 1.907
H2 -0.516 2.285 4.950
H3 -0.264 0.043 4.603
H4 -0.398 -1.301 2.756
H5 2.195 3.059 -4.816
H6 3.301 1.477 -6.432
H7 3.741 -0.858 -5.643
H8 3.043 -1.506 -3.373
N4 -1.342 -0.348 -3.625
P1 -1.526 0.821 -2.340
C13 -2.438 1.992 -3.406
C14 -2.035 3.311 -3.559
C15 -2.707 4.138 -4.448
C16 -3.774 3.655 -5.184
C17 -4.191 2.341 -5.020
C18 -3.532 1.510 -4.136
C19 -2.921 0.059 -1.399
C20 -4.101 0.749 -1.142
C21 -5.097 0.166 -0.371
C22 -4.915 -1.101 0.162
C23 -3.735 -1.789 -0.082
C24 -2.738 -1.213 -0.852
C25 -0.450 -1.370 -3.729
C26 -0.244 -1.992 -4.976
C27 0.555 -3.106 -5.045
C28 1.138 -3.589 -3.872
C29 0.937 -2.887 -2.705
N5 0.177 -1.782 -2.615
H9 -1.817 -0.121 -4.492
H10 -1.205 3.693 -2.987
H11 -2.387 5.161 -4.565
H12 -4.294 4.298 -5.877
H13 -5.031 1.962 -5.583
H14 -3.875 0.491 -4.005
H15 -4.234 1.743 -1.545
H16 -6.017 0.705 -0.192
H17 -5.694 -1.555 0.758
H18 -3.597 -2.780 0.322
H19 -1.827 -1.772 -1.054
H20 -0.730 -1.598 -5.856
H21 0.719 -3.607 -5.987
H22 1.735 -4.486 -3.878
H23 1.371 -3.226 -1.772
N6 3.189 -0.975 -0.347
C30 3.202 -1.754 0.902
C31 4.220 -2.921 0.910
C32 5.344 -2.839 1.949
C33 4.868 -2.672 3.404
N7 3.660 -3.417 3.672
C34 3.503 -4.633 4.157
N8 2.277 -5.157 4.084
N9 4.489 -5.338 4.719
C35 1.756 -2.318 1.123
O3 1.556 -2.986 2.147
O4 0.920 -2.077 0.224
H24 3.251 -1.631 -1.129
H25 4.029 -0.396 -0.401
H26 3.407 -1.060 1.725
H27 4.694 -2.983 -0.073
H28 3.679 -3.860 1.054
H29 6.013 -2.011 1.714
H30 5.923 -3.760 1.867
H31 4.630 -1.624 3.604
H32 5.674 -2.953 4.085
H33 2.822 -3.085 3.136
H34 1.564 -4.648 3.577
H35 2.048 -6.045 4.493
H36 5.402 -4.942 4.856
H37 4.301 -6.225 5.153
C36 -4.418 3.307 3.190
N10 -4.109 1.860 3.185
C37 -3.647 1.394 4.505
C38 -3.210 1.432 2.073
C39 -1.851 2.065 1.968
C40 -1.180 3.004 2.902
C41 0.947 2.861 3.394
C42 1.999 2.013 2.784
C43 1.688 1.726 1.527
C44 -0.842 1.449 1.308
H38 -5.381 3.476 3.669
H39 -4.446 3.697 2.175
H40 -3.663 3.851 3.750
H41 -4.994 1.380 2.996
H42 -2.658 1.791 4.720
H43 -3.588 0.307 4.516
H44 -4.340 1.726 5.275
H45 -3.746 1.639 1.139
H46 -3.088 0.344 2.142
H47 -1.714 3.818 3.381
H48 1.303 3.576 4.130
H49 2.860 1.676 3.333
H50 2.295 1.149 0.834

Output
LUMO ... -3.82 eV
Frontier orbital gap ... 0.2794 Ha
Strongest force on any atom ... 1.83 eV Å⁻¹
HOMO energy ... -11.419 eV
Net charge ... +2


C8H12O | the ωB97M-V functional and the def2-TZVPD basis

Cartesian coordinates (Å):
C1 1.764 1.364 -0.145
C2 1.082 0.052 -0.240
C3 2.050 -1.105 -0.264
C4 -0.332 0.183 -0.773
C5 -1.705 -0.484 -1.021
O1 -2.692 0.570 -0.896
C6 -2.459 -0.221 0.217
C7 -1.424 0.193 1.341
C8 -0.152 -0.295 0.650
H1 2.234 1.625 -1.079
H2 2.545 1.298 0.591
H3 1.113 2.200 0.092
H4 2.552 -1.292 0.769
H5 2.902 -0.811 -0.981
H6 1.539 -2.055 -0.667
H7 -0.466 1.307 -0.816
H8 -1.959 -1.163 -1.797
H9 -3.292 -0.826 0.590
H10 -1.538 1.278 1.527
H11 -1.678 -0.389 2.282
H12 -0.083 -1.428 0.618

Output
LUMO ... 0.98 eV
Frontier orbital gap ... 0.3467 Ha
SMILES string ... CC1(C)[C@H]2[C@@H]3O[C@@H]3C[C@@H]21
Strongest force on any atom ... 2.21 eV Å⁻¹
HOMO energy ... -8.449 eV
Net charge ... 0


What is the formula in the third record? C8H12O